Record 1
Here is C50H71F3KN3O4P2Se2 as an isolated structure from OMol25. Energies are from the ωB97M-V functional and the def2-TZVPD basis.

XYZ file:
```
136
Properties=species:S:1:pos:R:3:forces:R:3
K -0.420 -1.378 -1.029 0.64 -1.01 0.75
C -1.301 6.174 -3.779 0.03 -0.02 0.01
C -0.165 5.696 -2.862 -0.03 -0.01 -0.02
C 1.185 6.100 -3.473 -0.04 0.00 0.01
C -0.316 6.399 -1.513 0.00 -0.02 -0.03
C -0.221 4.179 -2.722 0.06 0.04 0.05
C -0.290 3.536 -1.535 0.04 -0.10 0.08
C -0.421 2.107 -1.457 0.10 -0.04 -0.05
N -0.420 1.417 -0.322 0.06 0.18 -0.04
C 0.152 1.863 0.809 0.17 0.21 -0.13
C 1.300 2.723 0.820 -0.09 -0.01 -0.09
C 1.951 3.058 1.963 -0.05 0.04 -0.03
C 1.434 2.542 3.198 -0.14 0.01 -0.02
C 0.375 1.694 3.290 0.16 0.03 0.17
C -0.323 1.283 2.064 -0.24 -0.27 0.00
O -1.287 0.503 2.097 0.13 0.28 0.00
C -0.077 1.088 4.619 -0.08 -0.03 -0.02
C 0.732 1.624 5.802 0.00 -0.03 -0.03
C -1.556 1.425 4.880 0.02 -0.01 -0.04
C 0.106 -0.439 4.573 -0.04 0.00 -0.04
C 3.197 3.940 1.995 0.02 -0.03 0.02
C 2.895 5.196 2.827 0.00 -0.02 -0.02
C 4.375 3.187 2.630 -0.02 0.02 -0.03
C 3.620 4.385 0.595 -0.02 -0.03 0.03
C -0.687 1.334 -2.692 -0.03 0.18 0.27
O -1.128 0.180 -2.641 -0.33 0.68 -0.67
C -0.358 2.024 -3.948 0.00 -0.03 -0.22
C -0.179 3.369 -3.909 -0.01 -0.01 0.01
C -0.329 1.301 -5.305 0.01 -0.04 0.02
C -0.058 -0.207 -5.203 0.00 0.04 0.07
C -1.679 1.514 -6.003 -0.03 -0.03 0.04
C 0.790 1.887 -6.183 -0.05 0.03 0.00
H -1.279 7.264 -3.875 0.00 0.00 -0.01
H -2.269 5.881 -3.370 -0.01 0.01 -0.01
H -1.215 5.747 -4.779 -0.02 0.00 0.00
H 1.244 7.187 -3.585 0.00 0.00 -0.01
H 1.328 5.650 -4.457 0.02 0.00 0.00
H 2.005 5.773 -2.831 0.01 0.00 0.00
H -0.303 7.481 -1.659 0.01 0.00 0.00
H 0.499 6.142 -0.834 0.01 -0.02 0.03
H -1.259 6.132 -1.032 0.00 0.01 0.01
H -0.332 4.081 -0.602 0.03 -0.01 0.06
H 1.707 3.001 -0.142 -0.05 0.06 -0.04
H 1.956 2.816 4.107 0.00 0.01 0.02
H 0.633 2.709 5.898 0.01 0.01 0.02
H 1.792 1.372 5.719 0.01 0.00 0.00
H 0.355 1.168 6.720 0.01 0.00 0.01
H -1.691 2.509 4.937 -0.02 0.00 0.01
H -1.872 0.988 5.832 0.02 0.02 0.01
H -2.191 1.029 4.091 0.00 -0.01 0.01
H 1.167 -0.698 4.534 -0.04 -0.01 0.02
H -0.388 -0.862 3.698 0.02 0.00 0.06
H -0.327 -0.895 5.468 0.01 0.02 0.02
H 2.656 4.943 3.861 -0.01 0.00 0.00
H 2.042 5.733 2.407 0.01 0.01 0.00
H 3.759 5.867 2.834 0.00 -0.01 0.01
H 4.120 2.793 3.615 0.03 0.01 0.01
H 5.235 3.853 2.745 0.00 -0.01 0.00
H 4.679 2.349 1.999 0.00 -0.02 0.01
H 2.833 4.963 0.106 -0.02 0.02 -0.03
H 3.859 3.528 -0.037 0.01 0.01 -0.02
H 4.511 5.014 0.663 0.00 0.00 0.00
H -0.023 3.884 -4.849 0.01 0.01 0.00
H -0.858 -0.735 -4.695 0.01 -0.03 -0.03
H 0.869 -0.404 -4.661 0.00 -0.03 0.00
H 0.041 -0.617 -6.211 0.03 0.01 -0.01
H -2.485 1.077 -5.410 0.00 0.00 -0.01
H -1.680 1.035 -6.986 0.00 -0.01 0.00
H -1.888 2.579 -6.134 0.00 0.00 -0.01
H 1.742 1.869 -5.651 0.01 -0.01 -0.02
H 0.590 2.913 -6.497 0.01 0.01 0.00
H 0.893 1.285 -7.088 -0.02 0.00 -0.01
C -0.854 -3.948 2.896 0.00 0.12 0.04
P -1.432 -2.663 1.710 -0.09 -0.59 0.26
C -2.116 -3.878 0.493 0.08 0.05 0.15
C -2.988 -2.076 2.503 0.02 0.22 -0.13
C -3.417 -2.466 3.768 -0.02 0.01 0.02
C -4.565 -1.921 4.330 0.00 0.00 -0.01
C -5.302 -0.980 3.629 -0.02 0.00 0.03
C -4.876 -0.571 2.372 0.00 0.00 -0.01
C -3.724 -1.099 1.804 0.24 -0.02 0.16
P -3.020 -0.565 0.190 -1.28 0.08 -0.26
C -4.352 -1.267 -0.913 0.11 0.04 0.04
C -3.574 1.185 0.035 0.12 -0.01 0.08
H -1.654 -4.641 3.166 0.01 -0.02 0.04
H -0.418 -3.511 3.797 -0.02 0.02 -0.01
H -0.085 -4.517 2.364 -0.02 -0.02 -0.01
H -2.907 -4.471 0.954 -0.06 -0.02 -0.08
H -1.276 -4.534 0.234 -0.04 0.03 -0.05
H -2.495 -3.412 -0.418 -0.02 -0.03 -0.01
H -2.846 -3.191 4.335 0.00 -0.02 -0.02
H -4.879 -2.230 5.321 0.00 -0.01 0.00
H -6.199 -0.554 4.065 0.00 0.01 0.00
H -5.446 0.183 1.841 0.00 -0.01 -0.01
H -5.340 -0.868 -0.672 -0.02 0.01 0.01
H -4.386 -2.353 -0.830 0.02 0.00 -0.01
H -4.107 -1.018 -1.949 -0.02 -0.01 0.00
H -4.653 1.293 0.162 -0.01 0.01 0.00
H -3.308 1.503 -0.975 0.00 0.02 0.01
H -3.048 1.817 0.750 0.03 -0.03 0.01
O 1.099 -4.945 -4.054 0.22 0.24 0.16
C 1.306 -6.165 -3.335 0.06 -0.08 -0.05
C 0.089 -6.667 -2.535 -0.10 -0.03 0.17
C -0.449 -7.913 -3.263 -0.03 0.05 -0.07
O -1.721 -8.346 -2.811 -0.03 -0.01 0.02
C -1.011 -5.606 -2.415 -0.10 0.08 -0.24
Se -2.035 -5.201 -4.076 -0.02 -0.04 0.02
C 0.537 -7.079 -1.119 0.14 0.13 0.15
Se 1.312 -5.640 0.003 0.06 0.02 -0.05
H 0.161 -4.935 -4.374 -0.06 0.04 -0.02
H 2.140 -5.990 -2.654 -0.03 0.08 0.00
H 1.609 -6.935 -4.059 0.03 -0.02 0.03
H 0.248 -8.745 -3.117 -0.02 -0.01 0.04
H -0.502 -7.692 -4.335 0.01 0.01 0.00
H -2.330 -7.654 -3.121 -0.02 0.02 -0.03
H -0.567 -4.676 -2.069 0.03 -0.05 0.14
H -1.728 -5.930 -1.662 0.05 -0.01 0.06
H 1.292 -7.867 -1.197 -0.02 -0.03 -0.03
H -0.318 -7.487 -0.582 -0.04 -0.11 -0.09
N 1.725 -2.685 -2.751 0.04 -0.18 0.02
C 2.028 -1.692 -2.238 0.30 0.02 -0.23
H 1.459 -3.619 -3.180 -0.03 -0.05 -0.19
F 5.540 -2.056 4.749 0.03 -0.01 0.02
C 4.717 -1.051 4.399 -0.06 -0.01 -0.01
F 4.116 -0.635 5.538 -0.02 0.02 0.02
F 5.497 -0.029 3.994 0.02 0.03 0.00
C 3.722 -1.453 3.354 0.05 -0.03 -0.05
C 3.098 -0.475 2.596 0.07 -0.01 0.01
C 2.159 -0.885 1.663 0.01 -0.05 0.09
N 1.833 -2.158 1.463 0.09 0.13 -0.25
C 2.455 -3.090 2.178 -0.01 -0.04 0.02
C 3.403 -2.785 3.148 -0.02 0.05 0.04
H 3.319 0.575 2.732 -0.01 -0.03 -0.03
H 1.641 -0.149 1.060 0.05 -0.01 -0.01
H 2.192 -4.120 1.957 0.00 0.00 0.01
H 3.879 -3.569 3.720 0.01 -0.03 -0.04
```
Forces are in eV/Å.

Values from the calculation:
Energy above the lowest of the compared OMol25 structures with the same formula, charge and spin in kJ/mol: 102.8
E in eV: -239413.410
Frontier orbital gap in eV: 3.89
Largest force on an atom in hartree/bohr: 0.027
Net charge: -2
Multiplicity: 1

=====

Record 2
Here is one molecule with the formula C14H15N5O3 from OMol25. Energies are from the ωB97M-V functional and the def2-TZVPD basis.

XYZ file:
```
37
Properties=species:S:1:pos:R:3:forces:R:3
C 1.292 1.148 -5.012 0.07 0.07 -0.31
N 0.996 0.688 -3.665 0.00 0.17 -0.19
C 0.290 1.599 -2.869 -0.07 -0.16 0.37
O -0.042 2.687 -3.300 -0.04 0.17 -0.08
C 0.050 1.068 -1.566 0.35 -0.79 -0.03
C 0.477 -0.191 -1.191 -0.57 1.33 -0.07
N 0.130 -0.459 0.091 0.18 -0.12 0.23
C -0.504 0.631 0.498 0.33 0.23 -0.84
O -1.045 0.883 1.674 -0.34 -0.07 0.07
C -0.879 0.064 2.800 0.28 -0.20 0.49
C -0.586 0.757 3.965 -0.01 -0.07 -0.20
C -0.484 0.102 5.177 0.01 0.08 0.03
C -0.681 -1.268 5.221 0.01 -0.01 -0.03
C -0.970 -1.961 4.065 0.06 0.10 -0.02
C -1.082 -1.324 2.823 -0.07 0.26 0.00
N -1.467 -2.042 1.714 -0.32 -0.23 -0.26
N -0.586 1.588 -0.453 0.08 -0.51 0.38
C -1.211 2.878 -0.340 -0.27 0.49 0.15
N 1.151 -1.010 -2.038 0.09 -0.01 -0.02
C 1.571 -2.325 -1.607 0.13 -0.27 0.01
C 1.435 -0.581 -3.321 0.04 -0.20 0.13
O 2.042 -1.287 -4.097 0.13 -0.19 -0.19
H 0.362 1.390 -5.525 0.07 0.02 0.00
H 1.905 2.048 -4.963 -0.05 -0.03 -0.05
H 1.821 0.356 -5.535 -0.06 0.10 0.06
H -0.447 1.825 3.899 0.01 0.11 -0.03
H -0.255 0.655 6.074 0.02 0.06 0.07
H -0.608 -1.799 6.158 0.00 -0.06 0.07
H -1.129 -3.030 4.102 -0.02 -0.10 -0.02
H -1.407 -3.042 1.833 -0.02 0.10 -0.03
H -1.068 -1.716 0.840 0.05 -0.23 0.16
H -0.741 3.453 0.460 -0.04 0.01 -0.05
H -1.086 3.394 -1.290 -0.02 -0.03 0.09
H -2.272 2.763 -0.114 0.04 0.04 -0.03
H 1.982 -2.252 -0.601 0.00 -0.05 -0.02
H 0.722 -3.010 -1.601 0.05 -0.04 0.02
H 2.322 -2.684 -2.307 -0.09 0.02 0.11
```
Forces are in eV/Å.

Values from the calculation:
Energy above the lowest of the compared OMol25 structures with the same formula, charge and spin in kJ/mol: 0.0
E in eV: -28356.078
Frontier orbital gap in eV: 8.65
Largest force on an atom in hartree/bohr: 0.028
SMILES: Cn1c(=O)c2c(nc(Oc3ccccc3N)n2C)n(C)c1=O
Multiplicity: 1